Arrangement a

C7H14 | the ωB97M-V functional and the def2-TZVPD basis

Last column: Mulliken charge in e.
Positions of all 21 atoms, in Å:
1 C -0.53609 1.69728 0.51273  -1.6027
2 C -0.50693 0.21592 0.12746  2.3878
3 C -1.28306 -0.01227 -1.18185  -1.7905
4 C -1.11469 -0.63785 1.24833  -1.5943
5 C 0.85629 -0.20287 -0.30696  -0.9324
6 C 1.84115 0.03066 -1.11637  -0.0817
7 C 1.60229 -1.40493 -0.76898  -0.5987
8 H 0.00813 1.88009 1.44644  0.3639
9 H -0.08610 2.31311 -0.27300  0.3291
10 H -1.57177 2.02640 0.65833  0.4255
11 H -2.31449 0.33980 -1.10077  0.4378
12 H -0.77895 0.52019 -1.99505  0.3936
13 H -1.28653 -1.08008 -1.43239  0.3618
14 H -0.62055 -0.47523 2.21342  0.3776
15 H -2.17271 -0.37361 1.37513  0.4134
16 H -1.06016 -1.70655 1.01354  0.3256
17 H 2.21024 0.73017 -1.84158  0.3769
18 H 2.27697 -1.96476 -0.11033  0.1880
19 H 1.06238 -2.03829 -1.47782  0.1697
20 H 1.55997 -0.11302 1.77773  0.0520
21 H 1.91460 0.25582 1.23200  -0.0025

Output
**Spin multiplicity**: 1
**HOMO energy**: -8.7 eV
**Structure (SMILES)**: CC(C)(C)C1=CC1.[H][H]
**Orbital gap**: 9.6 eV

=====

Arrangement b

C7H14 | the ωB97M-V functional and the def2-TZVPD basis

Last column: Mulliken charge in e.
Positions of all 21 atoms, in Å:
1 C 2.59575 0.46085 1.66829  -1.1279
2 C 1.78380 1.50241 0.88772  -0.4313
3 C 1.14957 0.97739 -0.38896  -0.4381
4 C -0.15460 1.06155 -0.57670  0.6894
5 C -1.32936 0.98386 0.16944  -1.0339
6 C -1.09869 0.71193 -1.60406  -0.4207
7 C -1.53407 -0.73002 -1.92068  -1.0797
8 H 3.39543 0.09400 1.01543  0.2841
9 H 1.97573 -0.41459 1.85084  0.3302
10 H 3.12433 0.97818 2.47049  0.3427
11 H 0.92458 1.80633 1.48309  0.3391
12 H 2.35406 2.36867 0.56980  0.3304
13 H 1.79538 0.87690 -1.25159  0.3685
14 H -2.01355 1.83040 0.16907  0.2549
15 H -1.47000 0.40822 1.07603  0.3217
16 H -1.65068 1.53737 -2.03669  0.3653
17 H -2.15924 -0.78069 -2.81216  0.3309
18 H -0.62887 -1.34340 -1.94071  0.3062
19 H -2.10809 -1.10450 -1.08007  0.2680
20 H -2.57736 -5.71252 1.47160  0.0279
21 H -2.37412 -5.51232 0.77981  -0.0278

Output
**Spin multiplicity**: 1
**HOMO energy**: -8.1 eV
**Structure (SMILES)**: CC/C=C1\C[C@@H]1C.[H][H]
**Orbital gap**: 9.3 eV

=====

Arrangement c

C7H14 | the ωB97M-V functional and the def2-TZVPD basis

Last column: Mulliken charge in e.
Positions of all 21 atoms, in Å:
1 C -1.48988 -0.88745 1.16521  -1.4261
2 C -0.41855 -1.03242 0.10417  -0.0824
3 C 0.97671 -0.47343 0.27900  -0.1170
4 C 1.45299 0.21568 1.53760  -1.5221
5 C 0.03640 0.14618 -0.72843  1.4533
6 C -0.61814 1.49185 -0.48544  -1.6807
7 C 0.36324 -0.09373 -2.18943  -1.5417
8 H -1.61862 -1.82748 1.71208  0.3940
9 H -2.45877 -0.62394 0.72353  0.3066
10 H -1.24782 -0.11750 1.90408  0.2785
11 H -0.47094 -1.98115 -0.43096  0.3808
12 H 1.75704 -1.08383 -0.17685  0.3679
13 H 2.34732 0.81429 1.32958  0.3617
14 H 1.71504 -0.51902 2.30814  0.3615
15 H 0.70521 0.88882 1.96647  0.3028
16 H -1.61982 1.50773 -0.93538  0.3636
17 H -0.03569 2.29659 -0.94855  0.4108
18 H -0.73563 1.73287 0.57454  0.3116
19 H 0.74819 -1.10692 -2.35118  0.3647
20 H -0.51985 0.03946 -2.82661  0.3642
21 H 1.13156 0.61340 -2.53156  0.3480

Output
**Spin multiplicity**: 1
**HOMO energy**: -9.4 eV
**Structure (SMILES)**: C[C@@H]1[C@H](C)C1(C)C
**Orbital gap**: 10.5 eV

=====

Arrangement d

C7H14 | the ωB97M-V functional and the def2-TZVPD basis

Last column: Mulliken charge in e.
Positions of all 21 atoms, in Å:
1 C 1.47321 0.55781 1.00753  -1.4158
2 C 0.65897 1.07655 -0.17851  0.8335
3 C 1.59335 1.50039 -1.31410  -1.5250
4 C -0.36111 0.05860 -0.71582  -0.9839
5 C -1.20694 -0.65051 0.31906  -0.0454
6 C -1.86390 -1.95008 -0.05295  -0.6718
7 C -0.71791 -1.93989 0.91850  -0.5906
8 H 2.11281 -0.28269 0.70766  0.2929
9 H 2.12550 1.34869 1.39661  0.4185
10 H 0.83192 0.21480 1.82527  0.3464
11 H 0.10241 1.96300 0.16209  0.1825
12 H 2.33148 2.23663 -0.97688  0.3948
13 H 2.14333 0.62736 -1.69073  0.3704
14 H 1.04011 1.93196 -2.15618  0.3601
15 H -1.01855 0.57429 -1.43100  0.3201
16 H 0.17517 -0.70624 -1.29860  0.3000
17 H -1.77557 0.00089 0.98345  0.4094
18 H -2.85836 -2.16298 0.32869  0.2654
19 H -1.67894 -2.33259 -1.05406  0.2388
20 H 0.24382 -2.31589 0.57468  0.2247
21 H -0.92654 -2.14509 1.96417  0.2751

Output
**Spin multiplicity**: 1
**HOMO energy**: -10.1 eV
**Structure (SMILES)**: CC(C)CC1CC1
**Orbital gap**: 11.3 eV

=====

Going by the energies, arrangement c is most stable and the next is 8.5 kJ/mol up.

=====

Arrangement a

C22H25N3O3S2 | the ωB97M-V functional and the def2-TZVPD basis

Last column: Mulliken charge in e.
Positions of all 55 atoms, in Å:
1 O -0.58861 -1.04988 2.18815  -0.7392
2 C 0.27727 -1.85106 1.87288  0.4958
3 C 0.02592 -3.34402 1.84791  -1.0399
4 S 0.04819 -3.94773 0.11221  -0.2033
5 C -1.07142 -2.76205 -0.55268  -0.0726
6 C -2.36569 -2.58375 -0.15515  -0.4806
7 N -2.89946 -1.49104 -0.77056  0.2595
8 C -4.15420 -0.89788 -0.40106  -0.9843
9 C -4.07397 -0.30142 1.02100  -0.8537
10 N -2.88881 0.50439 1.19552  0.0370
11 C -2.74336 1.65412 0.49651  -0.0859
12 O -3.60746 2.10123 -0.23897  -0.6588
13 C -1.46849 2.35241 0.72757  0.6333
14 C -0.64442 2.32894 1.81883  -0.6173
15 C 0.44170 3.21787 1.69636  -0.3991
16 C 0.42725 3.89519 0.51615  -0.5876
17 S -0.91547 3.47479 -0.46388  -0.0928
18 C -1.93913 -0.93285 -1.57506  -0.0624
19 C -1.97462 0.19640 -2.38616  -0.6887
20 C -0.83941 0.50586 -3.10345  -0.9204
21 C 0.30761 -0.29048 -3.04068  -0.2322
22 C 0.35751 -1.40875 -2.23853  -0.9927
23 C -0.76995 -1.72803 -1.48442  1.4433
24 N 1.52952 -1.50455 1.54528  -0.0610
25 C 1.98312 -0.14129 1.41698  -0.5972
26 C 2.44371 0.12709 -0.02109  1.9130
27 C 3.00727 1.54426 -0.21433  -0.3016
28 C 4.28832 1.30399 -1.01325  -0.6593
29 C 4.69068 -0.08450 -0.52308  -0.5808
30 O 3.47642 -0.79042 -0.37346  -0.5340
31 H 0.81107 -3.89158 2.36658  0.4817
32 H -0.94413 -3.56999 2.28854  0.4316
33 H -2.94555 -3.16500 0.53619  0.4571
34 H -4.38076 -0.09766 -1.10582  0.4513
35 H -4.95013 -1.64772 -0.43926  0.3238
36 H -4.95489 0.32755 1.17923  0.3920
37 H -4.05249 -1.09342 1.77015  0.4822
38 H -2.08083 0.06752 1.62171  0.4097
39 H -0.82313 1.71524 2.68354  0.6410
40 H 1.19372 3.35167 2.45368  0.4710
41 H 1.12928 4.62648 0.16707  0.5194
42 H -2.84952 0.82451 -2.44593  0.3656
43 H -0.83712 1.38240 -3.73387  0.4291
44 H 1.16971 -0.01716 -3.63148  0.4226
45 H 1.23946 -2.02996 -2.18636  0.3603
46 H 2.15117 -2.20037 1.15686  0.3732
47 H 1.15518 0.52004 1.67750  -0.2113
48 H 2.81768 0.02236 2.10851  0.2866
49 H 1.60070 -0.06539 -0.69548  -1.1488
50 H 2.30069 2.18767 -0.73177  0.1381
51 H 3.23863 1.98957 0.75422  0.2887
52 H 5.05463 2.05246 -0.82805  0.4061
53 H 4.06882 1.27030 -2.08023  0.2734
54 H 5.31209 -0.63968 -1.22685  0.3507
55 H 5.21568 -0.01669 0.44180  0.2686

Output
**Spin multiplicity**: 1
**HOMO energy**: -7.8 eV
**Structure (SMILES)**: O=C(CSc1cn(CCNC(=O)c2cccs2)c2ccccc12)NC[C@H]1CCCO1
**Orbital gap**: 8.4 eV

=====

Arrangement b

C22H25N3O3S2 | the ωB97M-V functional and the def2-TZVPD basis

Last column: Mulliken charge in e.
Positions of all 55 atoms, in Å:
1 C -1.83928 -0.71594 3.49735  -1.2779
2 C -2.14013 -0.79116 2.00879  -0.4464
3 O -1.82659 0.46622 1.43870  -0.3563
4 C -2.15188 0.72778 0.16198  1.1675
5 C -2.81588 -0.15814 -0.68704  -0.8148
6 C -3.14750 0.20680 -1.97626  -0.8619
7 C -2.82038 1.46952 -2.46620  0.0458
8 C -3.13399 1.93011 -3.83506  1.0099
9 C -3.92513 0.98865 -4.71451  -1.4108
10 O -2.77404 3.01550 -4.23930  -0.6218
11 C -2.13959 2.34683 -1.61798  -0.6884
12 C -1.80712 2.00589 -0.32430  0.5229
13 C -1.03013 2.95107 0.52996  -1.3340
14 S 0.76650 2.74257 0.19046  -0.2118
15 C 1.15459 1.59029 1.42891  0.4612
16 N 0.65279 1.56264 2.63404  -0.4705
17 N 1.21550 0.54446 3.28212  -0.7279
18 C 2.07502 -0.04603 2.47756  0.4755
19 C 2.85907 -1.16571 2.89843  0.5514
20 C 2.78760 -1.73286 4.14488  -0.7311
21 C 3.67086 -2.81459 4.31202  -0.5396
22 C 4.40831 -3.06792 3.19976  -0.3983
23 S 4.03803 -1.98678 1.91701  -0.0944
24 N 2.08258 0.60034 1.26616  0.3948
25 C 2.74341 0.26598 0.03886  -2.2800
26 C 1.99432 -0.87299 -0.68546  0.7024
27 C 2.63794 -1.17288 -2.05530  -0.9630
28 C 1.49409 -0.95060 -3.05043  -0.6787
29 C 0.54371 -0.05573 -2.25485  0.0002
30 O 0.64643 -0.51622 -0.92207  -0.1979
31 H -1.99709 -1.68948 3.95297  0.4294
32 H -2.49304 0.01119 3.97092  0.3008
33 H -0.81067 -0.40292 3.65639  0.2397
34 H -3.20272 -1.02211 1.85102  0.4401
35 H -1.53201 -1.57007 1.52829  0.3240
36 H -3.06946 -1.14905 -0.34554  0.3865
37 H -3.65950 -0.51081 -2.59845  0.3603
38 H -4.11153 1.46821 -5.67197  0.3579
39 H -3.36545 0.07029 -4.87832  0.3494
40 H -4.87382 0.74193 -4.24362  0.3764
41 H -1.87075 3.31884 -2.00598  0.5214
42 H -1.15271 2.75767 1.59291  0.4606
43 H -1.25082 3.98840 0.28488  0.6593
44 H 2.11649 -1.36205 4.89663  0.4858
45 H 3.75567 -3.38116 5.22165  0.4130
46 H 5.15399 -3.82165 3.04375  0.4541
47 H 2.74046 1.16049 -0.58954  0.5684
48 H 3.77467 -0.03397 0.23935  0.5607
49 H 1.97388 -1.75241 -0.03159  0.4981
50 H 3.03021 -2.18615 -2.09718  0.3611
51 H 3.45644 -0.47860 -2.24323  0.3773
52 H 1.82261 -0.48402 -3.97528  0.3414
53 H 1.00251 -1.89508 -3.28363  0.2907
54 H -0.50071 -0.14346 -2.55159  -0.0166
55 H 0.84426 0.99886 -2.32108  0.2342

Output
**Spin multiplicity**: 1
**HOMO energy**: -7.8 eV
**Structure (SMILES)**: CCOc1ccc(C(C)=O)cc1CSc1nnc(-c2cccs2)n1C[C@@H]1CCCO1
**Orbital gap**: 8.3 eV

=====

Going by the energies, arrangement a is most stable and the next is 204.4 kJ/mol up.